ORCA calculation (ωB97M-V/def2-TZVPD) on a 3-piece molecular cluster, C23H52B2ClFN2O11PS overall in a non-equilibrium geometry.

## Properties
HOMO = -4.07 eV
F_max = 0.1807 Eh/bohr
Charge = -1

Cartesian coordinates (Å):
Cl1 -2.1735 -3.1559 5.8884
S1 -3.3484 -0.0499 4.6347
P1 -3.0167 0.0745 2.6966
F1 4.9521 -2.5188 2.0667
O1 -6.7687 2.1813 -3.0116
O2 -0.9891 -1.8341 3.1422
O3 -0.5413 -1.2105 6.9184
O4 5.5090 2.8979 -4.3502
O5 -7.7606 -0.6478 -4.2853
O6 -0.2168 0.0319 2.0256
O7 3.5258 -0.0737 3.0314
O8 7.9648 1.9699 -2.4223
O9 5.0190 1.4693 -1.6689
O10 -5.8711 -0.5251 -1.8542
O11 2.1129 1.2228 1.3583
N1 -3.2854 -3.2311 1.6564
N2 1.1489 2.1978 4.1051
C1 8.9923 2.4818 -1.5902
C2 5.9380 0.6269 -2.3772
C3 -5.2503 0.2930 -2.8549
C4 2.5172 -3.4054 2.4258
C5 3.6528 0.0524 4.4917
C6 -7.3025 -0.5951 -1.8976
C7 5.1008 2.8717 -1.9567
C8 0.6630 -2.4616 4.8987
C9 -7.8382 -1.4099 -3.0788
C10 -7.6322 -1.4656 -5.4363
C11 -7.2477 3.2863 -2.2564
C12 -0.5739 -2.1489 5.9442
C13 4.5630 3.2451 -3.3384
C14 1.0394 -2.7436 2.1720
C15 0.4764 -1.8130 3.4053
C16 -1.7206 -1.3654 0.5873
C17 -5.4491 1.7921 -2.6294
C18 0.3565 0.8872 4.2979
C19 4.8858 2.5743 -5.5862
C20 0.7447 -0.2168 3.1508
C21 7.3873 0.7702 -1.9029
C22 -3.0139 -2.3763 0.4381
C23 3.6737 -2.8712 1.3428
B1 -1.4327 -0.8478 2.1226
B2 2.1831 0.3026 2.5473
H1 2.9357 -3.2947 3.5128
H2 4.4040 4.3261 -3.3930
H3 0.2425 -3.6116 1.9822
H4 3.9471 1.1369 4.8627
H5 -4.2317 -2.9042 2.0107
H6 -4.1765 0.0815 -2.7775
H7 -2.9013 -2.9972 -0.5609
H8 5.8451 0.7628 -3.4565
H9 1.1094 2.6665 5.0445
H10 0.6571 2.8182 3.4106
H11 -5.2625 2.0270 -1.5741
H12 5.6583 2.2387 -6.2799
H13 3.2570 -1.9887 0.6938
H14 6.1131 3.2487 -1.7950
H15 0.6741 0.4899 5.3562
H16 4.1685 1.7575 -5.4507
H17 2.9852 1.0985 0.8562
H18 0.6603 -3.6458 4.7480
H19 -7.5957 -1.1100 -0.9759
H20 2.7333 -0.3304 5.1060
H21 1.6847 -2.2155 5.4234
H22 9.3212 3.4398 -2.0030
H23 1.1168 -2.1420 1.1442
H24 9.8419 1.7935 -1.5646
H25 -2.8380 1.4693 2.3507
H26 -8.5365 -2.0632 -5.5833
H27 -8.2847 3.4703 -2.5416
H28 7.9826 -0.0685 -2.2757
H29 4.5687 -0.6456 4.8062
H30 4.3856 3.4526 -6.0025
H31 5.6158 -0.3982 -2.1629
H32 -3.4940 -4.2017 1.2806
H33 -0.7774 1.2056 4.2234
H34 -7.7470 0.4010 -1.8522
H35 -6.7552 -2.1154 -5.3508
H36 -8.8916 -1.6535 -2.9120
H37 -7.2626 -2.3370 -3.1678
H38 8.6149 2.6596 -0.5779
H39 -6.6529 4.1789 -2.4674
H40 -7.2222 3.0575 -1.1853
H41 4.4660 3.3594 -1.2065
H42 -5.5527 -0.0145 -3.8584
H43 -7.4893 -0.8150 -6.3039
H44 -3.9609 -1.6743 0.2777
H45 -4.7465 2.3553 -3.2506
H46 7.4099 0.7709 -0.8082
H47 -1.9614 -0.4131 -0.0733
H48 3.9799 -3.7497 0.5968
H49 2.4234 -4.5715 2.2173
H50 -0.8033 -1.9045 0.1000
H51 3.6071 2.7333 -3.5049
H52 -4.2390 -0.3947 2.0613

Cartesian forces, eV/Å:
2.6 1.0 -0.1
-0.3 0.3 0.6
-1.1 0.6 1.3
-2.7 -0.6 -1.6
-0.1 0.2 0.4
1.2 -0.5 0.9
0.2 -6.5 -6.7
-0.3 -0.3 -0.3
0.3 -0.3 -0.1
0.9 0.0 1.4
-2.8 1.3 1.0
0.0 0.1 0.4
0.4 0.2 -0.4
-0.4 0.2 -0.4
2.3 -3.1 1.5
-1.7 -0.7 -1.5
-0.8 -0.3 0.5
-0.3 0.0 -0.3
0.0 0.0 0.4
0.2 0.1 0.4
0.7 -0.9 -0.9
1.5 -0.9 1.2
0.3 -0.3 0.0
-0.4 -0.1 0.0
-0.3 -1.5 0.0
0.1 0.7 0.0
-0.1 0.4 0.2
0.1 -0.4 -0.3
0.0 5.1 4.7
0.6 -0.1 0.1
0.9 -0.5 -0.1
-2.7 0.7 -1.2
-0.9 -1.0 -1.6
-0.3 -0.3 -0.3
-0.4 0.0 0.5
0.3 0.1 0.4
-1.1 1.2 -1.0
-0.3 0.4 -0.6
-0.4 1.8 -1.3
0.0 -1.0 0.3
3.1 -1.1 -0.9
1.1 1.4 -1.4
-0.8 0.0 -2.1
-0.2 0.1 0.1
1.7 2.0 0.7
-0.9 -2.1 -1.1
1.6 -0.6 -0.3
-0.2 0.0 0.2
-0.3 1.0 2.1
0.2 0.2 0.1
0.0 -0.4 -1.5
0.7 -1.0 1.0
0.0 -0.1 -0.1
0.0 0.1 0.1
1.2 -1.3 1.6
0.0 -0.1 -0.3
-1.0 0.7 -1.9
-0.1 0.1 -0.1
-1.6 0.5 1.2
-0.1 2.5 0.3
0.1 0.0 -0.1
1.5 0.9 -1.4
-2.2 -0.2 -0.9
-0.1 -0.2 -0.1
-0.5 -0.9 2.5
0.1 0.0 0.2
-0.4 -0.7 -0.4
0.0 -0.2 -0.1
0.1 0.0 -0.1
0.0 -0.2 0.1
-2.0 1.4 -0.8
-0.1 0.0 -0.1
0.0 0.1 0.1
0.4 1.5 0.8
2.1 -1.5 0.5
0.0 -0.1 -0.3
-0.1 -0.1 0.0
-0.1 -0.2 0.2
0.0 0.0 0.0
0.1 -0.1 0.1
0.0 0.1 0.1
0.1 0.1 0.0
0.0 -0.2 -0.1
-0.2 0.2 0.1
-0.1 0.0 0.2
1.9 -1.5 0.0
0.3 0.0 0.1
0.0 0.0 0.0
0.5 -1.8 1.1
-0.6 1.9 1.7
0.3 2.4 0.6
-1.5 1.1 0.9
0.1 0.0 0.0
0.9 0.7 -0.2

These are the Mulliken partial charges, in e, on atoms 1 to 6:
1 Cl -0.163
2 S -0.491
3 P 0.197
4 F -0.357
5 O -0.273
6 O -0.347

ORCA calculation (ωB97M-V/def2-TZVPD) on a 2-piece molecular cluster, C34H36NO overall.

## Properties
HOMO = -10.54 eV
F_max = 0.0189 Eh/bohr
Charge = +1

Cartesian coordinates (Å):
O1 2.0284 3.0749 0.0232
N1 1.8916 1.5228 2.4023
C1 -2.8141 2.0987 0.7375
C2 -1.2946 3.7929 1.4591
C3 1.1319 5.8699 2.2243
C4 -1.7546 1.3574 0.2610
C5 1.8162 3.0094 2.4331
C6 1.2475 5.0894 1.0833
C7 -1.1449 -3.2281 -1.7947
C8 3.7414 -3.2955 -1.7768
C9 -3.6183 -3.2831 -1.7918
C10 -2.5824 3.3156 1.3414
C11 -6.0908 -4.6410 -1.8120
C12 -6.0383 -3.2517 -1.8212
C13 3.1609 1.0947 3.0375
C14 1.3078 7.8540 0.9078
C15 -2.3681 -2.5917 -1.7636
C16 5.0697 -5.4243 -1.8068
C17 1.1739 7.2446 2.1371
C18 3.8773 2.3607 3.5277
C19 -7.3955 -5.3584 -1.8057
C20 1.3748 -4.7063 -1.7533
C21 2.5473 -2.6120 -1.7524
C22 -3.6877 -4.6877 -1.7895
C23 1.3688 5.7136 -0.1432
C24 1.4066 7.0877 -0.2340
C25 2.5704 -5.3769 -1.7736
C26 1.3231 -3.3014 -1.7446
C27 0.0800 -2.5991 -1.7286
C28 -4.8359 -2.5814 -1.8096
C29 -4.8931 -5.3449 -1.7980
C30 3.7748 -4.6868 -1.7872
C31 -0.4681 1.8381 0.3786
C32 3.2519 3.4935 2.7050
C33 1.2154 3.5647 1.1129
C34 -0.2199 3.0632 0.9706
H1 2.5760 -6.4544 -1.7785
H2 4.9087 -6.5055 -1.8097
H3 3.7575 0.5888 2.2721
H4 -4.8198 -1.5050 -1.8166
H5 -1.1260 4.7450 1.9313
H6 -4.9104 -6.4208 -1.7914
H7 5.6452 -5.1692 -2.6991
H8 3.7745 3.6092 1.7494
H9 -3.4093 3.9005 1.7094
H10 1.0678 1.1093 2.8461
H11 1.1109 7.8386 3.0341
H12 1.3618 8.9272 0.8442
H13 -2.3808 -1.5174 -1.7094
H14 1.4520 5.1016 -1.0254
H15 -3.8199 1.7282 0.6340
H16 1.5243 7.5577 -1.1956
H17 2.2544 2.1334 0.2015
H18 2.9905 0.3710 3.8426
H19 0.1022 -1.5257 -1.6584
H20 3.2831 4.4643 3.2139
H21 1.1668 3.3138 3.2657
H22 4.9654 2.2994 3.4092
H23 -1.9260 0.4058 -0.2119
H24 -7.9824 -5.1013 -2.6887
H25 -6.9618 -2.6982 -1.8360
H26 5.6668 -5.1777 -0.9263
H27 -1.1462 -4.2961 -1.8965
H28 4.6719 -2.7545 -1.7880
H29 -7.9750 -5.0954 -0.9194
H30 -2.7864 -5.2704 -1.7699
H31 2.5433 -1.5366 -1.7449
H32 0.3574 1.2562 0.0094
H33 1.0124 5.4054 3.1876
H34 0.4688 -5.2809 -1.7328
H35 -7.2527 -6.4402 -1.8022
H36 3.6814 2.5188 4.5948

Cartesian forces, eV/Å:
-0.2 -0.3 0.3
-0.1 0.4 0.1
-0.4 -0.2 -0.1
0.2 0.1 0.1
0.0 -0.3 0.0
0.0 0.0 0.0
-0.1 0.0 0.4
0.2 -0.5 -0.1
-0.1 0.0 -0.1
-0.1 0.2 0.0
0.0 0.0 0.0
-0.2 0.1 0.1
0.0 0.0 0.0
0.1 0.3 0.0
0.0 -0.2 -0.2
0.1 0.4 0.0
0.0 -0.4 0.0
0.1 -0.3 0.0
-0.1 0.1 0.2
-0.1 0.1 0.2
-0.1 -0.3 0.0
0.0 0.0 0.0
0.0 0.0 0.0
0.0 -0.1 0.0
0.1 -0.2 -0.2
0.0 0.1 -0.1
-0.3 -0.1 0.0
0.0 0.0 0.0
0.1 -0.4 0.0
0.0 0.0 0.0
0.3 0.0 0.0
0.1 0.0 0.0
0.2 -0.1 -0.1
0.0 -0.2 -0.2
0.5 -0.5 0.1
0.2 0.2 0.0
0.0 -0.2 0.0
0.0 0.2 0.0
0.1 0.0 0.1
0.0 0.3 0.0
0.0 0.2 0.0
0.0 -0.2 0.0
0.0 0.1 0.1
-0.1 0.0 0.1
-0.1 0.1 0.1
0.5 0.2 -0.2
0.0 0.1 0.1
0.0 0.2 0.0
-0.1 0.4 0.0
0.0 0.0 -0.2
-0.2 -0.1 0.0
0.0 0.1 -0.2
-0.4 0.9 0.3
0.0 0.1 -0.1
0.1 0.4 0.0
-0.1 -0.3 -0.1
0.0 0.1 -0.1
-0.2 0.0 0.0
-0.1 -0.3 -0.1
0.0 0.1 0.1
-0.2 0.2 0.0
0.0 0.1 -0.1
0.0 -0.2 0.0
0.2 0.2 0.0
0.0 0.1 -0.1
0.2 -0.2 0.0
0.0 0.3 0.0
0.1 -0.1 -0.1
0.0 -0.1 0.2
-0.2 -0.2 0.0
0.0 0.1 0.0
0.0 0.0 -0.1

These are the Mulliken partial charges, in e, on atoms 1 to 6:
1 O -0.714
2 N -0.296
3 C -0.521
4 C -0.291
5 C 0.070
6 C -0.289

| no. | orbital gap (Ha) |
| --- | --- |
| 1 | 0.234 |
| 2 | 0.187 |